# 1
# C14H31Cl10S2

A 6-piece molecular cluster, C14H31Cl10S2 overall (ωB97M-V/def2-TZVPD, the OMol25 dataset).

Values from the calculation:
2S+1	1
charge	+1
gap between HOMO and LUMO	9.2	eV
LUMO energy	-2.46	eV

Cartesian coordinates (Å):
1 C 0.7544 -2.3592 2.9874
2 S -0.8672 -2.0692 3.6952
3 C -1.9342 -1.6737 2.2963
4 C -3.2569 -1.0840 2.8128
5 C -4.3326 -2.1588 2.9353
6 S -5.8806 -1.4004 3.4908
7 H 1.1014 -1.4718 2.4689
8 H 1.4211 -2.6359 3.7999
9 H 0.6506 -3.1964 2.2996
10 H -0.6861 -0.8064 4.1428
11 H -2.0969 -2.6325 1.8007
12 H -1.3961 -1.0061 1.6283
13 H -3.1224 -0.6206 3.7948
14 H -3.5412 -0.2909 2.1233
15 H -4.0023 -2.9033 3.6625
16 H -4.4833 -2.6495 1.9746
17 H -6.4490 -2.5276 3.9314
18 Cl -0.2778 1.6123 4.0339
19 C 1.3738 1.6621 3.3355
20 C 1.3649 1.9717 1.8623
21 Cl 0.6062 0.6561 0.9140
22 H 1.8405 0.7024 3.5382
23 H 1.9173 2.4385 3.8697
24 H 2.3885 2.0673 1.5058
25 H 0.8146 2.8814 1.6386
26 Cl 3.9704 -0.8657 3.2788
27 C 5.2778 -2.0435 2.9271
28 C 4.7667 -3.2542 2.1899
29 Cl 3.7055 -4.2704 3.2111
30 H 5.7262 -2.3100 3.8797
31 H 6.0069 -1.5198 2.3130
32 H 5.6067 -3.8793 1.8949
33 H 4.2024 -2.9720 1.3049
34 Cl -1.8580 -0.9541 -1.7081
35 C -3.0503 -2.2836 -1.7921
36 C -4.4678 -1.7678 -1.8003
37 Cl -4.8692 -0.9308 -0.2736
38 H -2.8754 -2.9287 -0.9343
39 H -2.8491 -2.8420 -2.7038
40 H -5.1599 -2.6004 -1.9072
41 H -4.6311 -1.0570 -2.6056
42 Cl 2.2741 1.5453 -3.3346
43 C 0.5899 1.5799 -2.7481
44 C -0.1880 2.7411 -3.3095
45 Cl 0.4116 4.2994 -2.6801
46 H 0.6276 1.6229 -1.6640
47 H 0.1246 0.6458 -3.0576
48 H -1.2333 2.6588 -3.0161
49 H -0.1187 2.7842 -4.3937
50 Cl 2.2711 2.4683 -7.0965
51 C 2.4673 4.2348 -7.2534
52 C 1.7500 4.9753 -6.1540
53 Cl -0.0230 4.8270 -6.3003
54 H 2.0958 4.5200 -8.2339
55 H 3.5337 4.4446 -7.1950
56 H 1.9850 6.0366 -6.2052
57 H 2.0238 4.5896 -5.1747


# 2
# C14H31GaNOS2

C14H31GaNOS2 as an isolated structure (ωB97M-V/def2-TZVPD, the OMol25 dataset).

Values from the calculation:
2S+1	1
charge	-1
gap between HOMO and LUMO	6.5	eV
LUMO energy	2.12	eV
energy above the lowest of the compared OMol25 structures with the same formula, charge and spin	0.0000	eV

Cartesian coordinates (Å):
1 C -1.1285 2.2181 2.2927
2 C -0.3266 2.9051 1.1856
3 C 0.8940 2.0551 0.8103
4 C 1.5696 2.5138 -0.5014
5 O 1.9111 1.4885 -1.3708
6 Ga 2.9692 0.0661 -0.6538
7 C 4.4198 -0.4800 -1.9657
8 C 4.0938 -0.1689 -3.4356
9 C 1.6299 -1.4439 -0.3422
10 C 1.8162 -2.1908 0.9767
11 C 0.7377 -3.2574 1.1807
12 S -0.7667 -2.5832 1.9627
13 C -1.8204 -2.2103 0.5674
14 S -2.2166 -3.3738 -0.4918
15 N -2.3142 -0.8864 0.5693
16 C -3.7061 -0.8327 1.0139
17 C -4.0814 0.5596 1.5150
18 C -2.0081 -0.1011 -0.6450
19 C -2.9643 -0.2292 -1.8214
20 H -1.5070 1.2608 1.9344
21 H -1.9646 2.8269 2.6391
22 H -0.4760 2.0095 3.1419
23 H -0.9671 2.9703 0.3017
24 H -0.0257 3.9054 1.4977
25 H 0.5447 1.0271 0.7116
26 H 1.6081 2.1354 1.6290
27 H 2.4460 3.1314 -0.2406
28 H 0.8612 3.1933 -1.0003
29 H 3.5976 0.5408 0.7572
30 H 4.5476 -1.5620 -1.8692
31 H 5.3657 0.0036 -1.7157
32 H 4.2545 0.8842 -3.6606
33 H 3.0762 -0.4503 -3.7055
34 H 4.7569 -0.7266 -4.1101
35 H 0.6625 -0.9391 -0.2671
36 H 1.5801 -2.1561 -1.1704
37 H 2.7688 -2.7289 0.9504
38 H 1.8025 -1.4821 1.8030
39 H 1.0833 -4.0392 1.8587
40 H 0.4371 -3.7010 0.2354
41 H -4.4075 -1.2084 0.2608
42 H -3.7836 -1.5138 1.8625
43 H -5.1541 0.7325 1.4562
44 H -3.8044 0.6370 2.5660
45 H -3.5379 1.3465 0.9998
46 H -1.0163 -0.4056 -0.9685
47 H -1.9025 0.9413 -0.3470
48 H -2.9915 -1.2359 -2.2236
49 H -3.9629 0.1233 -1.5636
50 H -2.6002 0.4312 -2.6101


# 3
# C14H31IO4P

A 2-piece molecular cluster, C14H31IO4P overall (ωB97M-V/def2-TZVPD, the OMol25 dataset).

Values from the calculation:
2S+1	1
charge	+1
gap between HOMO and LUMO	8.3	eV
LUMO energy	-3.91	eV

Cartesian coordinates (Å):
1 C 5.7164 -1.7027 -1.9798
2 C 5.8149 -1.6760 -0.4781
3 O 6.1420 -2.6365 0.1648
4 O 5.4431 -0.5308 0.1637
5 C 5.8025 0.7208 -0.4087
6 C 4.7037 1.7303 -0.1403
7 C 3.3661 1.2882 -0.7389
8 C 2.3096 2.4042 -0.6653
9 P 0.8267 1.9953 -1.5864
10 C -0.3199 3.3802 -1.6474
11 I 1.4018 1.5391 -3.8554
12 C -0.0272 0.6007 -0.8071
13 C -0.7477 -0.3420 -1.7845
14 C -1.6915 -1.2897 -1.0447
15 C -2.9799 -0.6164 -0.5583
16 O -4.0464 -0.9935 -1.4227
17 H 4.9561 -1.0365 -2.3833
18 H 5.4816 -2.7293 -2.2551
19 H 6.6808 -1.4552 -2.4268
20 H 6.7368 1.0584 0.0457
21 H 5.9767 0.6360 -1.4839
22 H 4.9928 2.6854 -0.5856
23 H 4.6022 1.8590 0.9401
24 H 3.0058 0.4067 -0.2033
25 H 3.5378 0.9862 -1.7758
26 H 2.7153 3.3424 -1.0459
27 H 2.0010 2.5373 0.3760
28 H -0.8743 3.4349 -0.7126
29 H 0.2354 4.2985 -1.8375
30 H -0.9932 3.2222 -2.4907
31 H 0.6944 0.0507 -0.2016
32 H -0.7504 1.0668 -0.1314
33 H -1.3391 0.2494 -2.4877
34 H 0.0017 -0.9191 -2.3256
35 H -1.9937 -2.0709 -1.7425
36 H -1.1773 -1.7862 -0.2195
37 H -3.2031 -0.9484 0.4566
38 H -2.8769 0.4760 -0.5738
39 H -4.8553 -1.0687 -0.9067
40 C -6.3388 -2.4741 3.3496
41 C -5.3902 -1.3885 2.8683
42 C -4.2680 -1.1353 3.8640
43 O -6.0930 -0.1811 2.5822
44 H -6.8108 -2.1720 4.2878
45 H -7.1290 -2.6437 2.6188
46 H -5.8136 -3.4143 3.5197
47 H -4.9589 -1.6900 1.9098
48 H -4.6795 -0.7940 4.8168
49 H -3.5962 -0.3584 3.4961
50 H -3.6888 -2.0408 4.0491
51 H -6.5025 0.1255 3.3980


# 4
# C14H31InNO4

C14H31InNO4 as an isolated structure (ωB97M-V/def2-TZVPD, the OMol25 dataset).

Values from the calculation:
2S+1	1
charge	-1
gap between HOMO and LUMO	7.8	eV
LUMO energy	2.92	eV

Cartesian coordinates (Å):
1 C -2.1749 -1.5462 0.4075
2 C -1.2700 -2.3912 1.3044
3 C 0.2203 -2.0363 1.1068
4 C 0.9206 -1.6075 2.4065
5 C 2.4481 -1.5145 2.2343
6 C 2.9868 -0.0812 2.2812
7 In 1.9980 1.4277 0.9709
8 C -0.1245 1.7573 1.6583
9 O -0.6411 2.9975 1.1108
10 C -1.8225 3.4618 1.5290
11 C -2.8194 2.5350 2.1922
12 O -2.1292 4.6363 1.3424
13 O 2.0942 0.9560 -1.0640
14 C 2.6270 -0.2904 -1.3729
15 C 1.9140 -0.8612 -2.5965
16 N 0.5143 -1.2018 -2.2880
17 C -0.4774 -0.5949 -3.1784
18 C -0.8077 0.8172 -2.7393
19 C -1.9170 1.4107 -3.6105
20 O -1.2321 0.8403 -1.4046
21 H -3.2272 -1.7868 0.5419
22 H -1.8862 -1.7116 -0.6298
23 H -2.0268 -0.4879 0.6116
24 H -1.5192 -2.2349 2.3531
25 H -1.4339 -3.4410 1.0643
26 H 0.2875 -1.2018 0.4057
27 H 0.7828 -2.8707 0.6944
28 H 0.5162 -0.6590 2.7579
29 H 0.6951 -2.3678 3.1584
30 H 2.7478 -2.0302 1.3225
31 H 2.9081 -2.0907 3.0486
32 H 2.8324 0.2919 3.2974
33 H 4.0633 -0.0670 2.1103
34 H 2.8335 2.9962 1.1896
35 H -0.7574 0.9189 1.3739
36 H -0.0922 1.8218 2.7469
37 H -2.9192 2.8232 3.2349
38 H -3.7758 2.6847 1.7002
39 H -2.5724 1.4811 2.1476
40 H 2.5026 -1.0341 -0.5764
41 H 3.6919 -0.1790 -1.6315
42 H 2.4355 -1.7500 -2.9662
43 H 1.9611 -0.0989 -3.3751
44 H 0.4127 -2.2025 -2.3521
45 H -1.3809 -1.2068 -3.0973
46 H -0.1554 -0.6062 -4.2262
47 H 0.0897 1.4316 -2.8646
48 H -2.8732 1.1453 -3.1635
49 H -1.8571 1.0572 -4.6366
50 H -1.8551 2.4966 -3.5947
51 H -0.7354 0.1637 -0.9352


# 5
# C14H32BN9O7

A 4-piece molecular cluster, C14H32BN9O7 overall (ωB97M-V/def2-TZVPD, the OMol25 dataset).

Values from the calculation:
2S+1	1
charge	0
gap between HOMO and LUMO	9.2	eV
LUMO energy	0.36	eV
SMILES	CCNCO[C@@H](CB(O)O)[C@H](NO)c1ccncc1.NC(N)=O.NC(N)=O.NC(N)=O

Cartesian coordinates (Å):
1 C 2.2388 0.5695 1.6517
2 C 1.7279 2.0129 1.5529
3 N 2.2190 2.7854 0.4018
4 C 1.7945 2.2771 -0.8832
5 O 0.3970 2.1377 -0.8423
6 C -0.1796 1.3814 -1.8963
7 C -0.9413 0.1816 -1.3034
8 B -0.0695 -1.1352 -1.2852
9 O 0.2793 -1.7491 -2.4748
10 O 0.4018 -1.6674 -0.1023
11 C -1.0523 2.3231 -2.7472
12 N -0.2453 3.2084 -3.5999
13 O 0.5410 2.3958 -4.4873
14 C -1.9501 3.1868 -1.8846
15 C -3.0178 2.6200 -1.1916
16 C -3.8076 3.4221 -0.3834
17 N -3.6216 4.7282 -0.2201
18 C -2.6177 5.2705 -0.9007
19 C -1.7697 4.5532 -1.7352
20 H 3.2065 0.5395 2.1587
21 H 2.3341 0.0913 0.6737
22 H 1.5472 -0.0414 2.2364
23 H 0.6400 2.0478 1.5678
24 H 2.0554 2.5454 2.4476
25 H 3.2334 2.7321 0.4174
26 H 2.2580 1.3154 -1.1690
27 H 2.0910 3.0266 -1.6369
28 H 0.6227 1.0158 -2.5451
29 H -1.2477 0.4684 -0.2911
30 H -1.8526 0.0192 -1.8861
31 H -0.0578 -2.6483 -2.5480
32 H -0.2718 -1.5941 0.5833
33 H -1.6802 1.7296 -3.4166
34 H 0.4007 3.7080 -2.9924
35 H 1.4476 2.3895 -4.1551
36 H -3.2477 1.5653 -1.2763
37 H -4.6364 2.9776 0.1627
38 H -2.4722 6.3403 -0.7825
39 H -0.9869 5.0856 -2.2624
40 N 1.2480 4.4906 5.9684
41 C 2.0396 3.5325 5.3977
42 N 3.3869 3.7689 5.4642
43 O 1.5787 2.5398 4.8643
44 H 1.6068 5.3163 6.4074
45 H 0.2567 4.3479 5.9269
46 H 3.9926 3.0803 5.0602
47 H 3.7859 4.5807 5.8945
48 N 0.6282 -5.1362 -0.7202
49 C 1.6026 -5.9898 -0.2996
50 N 2.8450 -5.4268 -0.1446
51 O 1.3985 -7.1722 -0.0750
52 H 0.7890 -4.1612 -0.8967
53 H -0.3042 -5.5053 -0.8378
54 H 3.5848 -6.0261 0.1670
55 H 3.0319 -4.4570 -0.3138
56 N -2.5366 -8.2389 -1.2216
57 C -2.8681 -7.0300 -0.6897
58 N -4.0036 -7.0018 0.0677
59 O -2.1878 -6.0315 -0.8741
60 H -3.0694 -9.0735 -1.0706
61 H -1.6828 -8.2898 -1.7462
62 H -4.2604 -6.1242 0.4778
63 H -4.5722 -7.8084 0.2389


# 6
# C14H32BrN2O2

A 3-piece molecular cluster, C14H32BrN2O2 overall (ωB97M-V/def2-TZVPD, the OMol25 dataset).

Values from the calculation:
2S+1	1
charge	+1
gap between HOMO and LUMO	1.8	eV
LUMO energy	-6.17	eV
energy above the lowest of the compared OMol25 structures with the same formula, charge and spin	6.1516	eV

Cartesian coordinates (Å):
1 C -5.1438 -14.9542 3.9538
2 C -6.7068 -15.1927 4.3428
3 C -6.7053 -16.5723 5.1949
4 C -6.3682 -16.3119 6.6572
5 C -7.1864 -15.2241 7.2901
6 C -7.1052 -13.8224 6.6550
7 N -7.1940 -13.9245 5.1055
8 O -7.2770 -12.7413 4.4812
9 C -5.7221 -13.1184 7.0133
10 C -8.2676 -12.9611 7.1250
11 C -7.5216 -15.2880 3.0970
12 H -4.5532 -14.6851 4.8294
13 H -5.0622 -14.0704 3.3211
14 H -4.7498 -15.7640 3.3398
15 H -6.1857 -17.3722 4.6675
16 H -7.7137 -16.9522 5.0308
17 H -5.3111 -16.0488 6.6941
18 H -6.4471 -17.2316 7.2369
19 H -6.9667 -15.2707 8.3568
20 H -8.2198 -15.5534 7.1814
21 H -5.7294 -12.5455 7.9406
22 H -5.4891 -12.4396 6.1929
23 H -4.9604 -13.8837 7.1617
24 H -8.0551 -11.9029 6.9727
25 H -8.4092 -12.9773 8.2057
26 H -9.1820 -13.1614 6.5666
27 H -7.6755 -14.2852 2.6985
28 H -8.4953 -15.7272 3.3141
29 H -7.1184 -15.9037 2.2930
30 C -11.0130 -17.9667 15.6249
31 N -12.0150 -18.0552 14.4442
32 C -11.2422 -17.5341 13.2464
33 C -12.4915 -19.4816 14.1075
34 C -13.2187 -17.0630 14.6349
35 C -13.9431 -17.3031 16.0036
36 O -13.3480 -16.5315 16.9869
37 H -10.1221 -18.5123 15.3139
38 H -11.5633 -18.3381 16.4894
39 H -10.6890 -16.9306 15.7223
40 H -10.4646 -18.2010 12.8740
41 H -10.7551 -16.5758 13.4267
42 H -11.9384 -17.3818 12.4216
43 H -11.6500 -20.0870 13.7705
44 H -13.2001 -19.4313 13.2808
45 H -12.9624 -19.9914 14.9480
46 H -14.0215 -17.2235 13.9152
47 H -12.8929 -16.0259 14.5546
48 H -14.0550 -18.3330 16.3423
49 H -14.9779 -17.0401 15.7843
50 H -13.8536 -16.7398 17.7759
51 Br -11.4264 -19.9759 7.4758